# 1
{"formula": "C19H30N4O4S", "method": "ωB97M-V/def2-TZVPD", "species": ["C", "C", "C", "C", "C", "O", "N", "C", "C", "C", "N", "C", "C", "N", "C", "O", "C", "C", "C", "S", "O", "O", "C", "C", "C", "N", "C", "C", "H", "H", "H", "H", "H", "H", "H", "H", "H", "H", "H", "H", "H", "H", "H", "H", "H", "H", "H", "H", "H", "H", "H", "H", "H", "H", "H", "H", "H", "H"], "positions_angstrom": [[5.687, 1.232, 1.728], [5.014, -0.106, 1.672], [3.765, -0.389, 1.068], [3.496, -1.733, 1.251], [2.401, -2.701, 1.003], [2.439, -3.771, 1.609], [1.391, -2.403, 0.140], [0.245, -3.296, 0.058], [-1.058, -2.614, 0.464], [-1.475, -1.473, -0.470], [-0.896, -0.151, -0.219], [-1.580, 0.583, 0.840], [-1.382, 2.088, 0.682], [-1.809, 2.498, -0.647], [-3.103, 2.857, -0.862], [-3.840, 3.271, 0.013], [-3.566, 2.725, -2.317], [-5.034, 3.151, -2.467], [-5.894, 2.044, -1.854], [-4.999, 0.513, -2.146], [-4.671, -0.100, -0.880], [-5.642, -0.268, -3.171], [-3.510, 1.275, -2.809], [0.557, -0.070, -0.055], [1.347, -1.212, -0.685], [4.550, -2.247, 1.955], [5.474, -1.288, 2.217], [6.726, -1.586, 2.970], [6.771, 1.142, 1.658], [5.360, 1.862, 0.900], [5.461, 1.765, 2.654], [3.145, 0.344, 0.580], [0.155, -3.658, -0.973], [0.456, -4.149, 0.695], [-1.844, -3.372, 0.450], [-0.983, -2.258, 1.496], [-1.255, -1.771, -1.501], [-2.556, -1.337, -0.429], [-2.648, 0.374, 0.767], [-1.238, 0.278, 1.843], [-1.988, 2.623, 1.410], [-0.341, 2.379, 0.832], [-1.376, 1.959, -1.382], [-2.914, 3.349, -2.932], [-5.218, 4.097, -1.964], [-5.264, 3.267, -3.527], [-5.967, 2.155, -0.775], [-6.878, 1.939, -2.303], [-3.579, 1.219, -3.894], [-2.664, 0.686, -2.454], [0.911, 0.873, -0.488], [0.826, -0.039, 1.012], [2.364, -0.886, -0.883], [0.918, -1.484, -1.653], [4.548, -3.207, 2.264], [7.339, -0.691, 3.051], [6.510, -1.932, 3.983], [7.319, -2.356, 2.473]], "e_homo_ha": -0.298, "smiles": "Cc1cc(C(=O)N2CCCN(CCNC(=O)[C@@H]3CCS(=O)(=O)C3)CC2)[nH]c1C", "multiplicity": 1, "e_above_lowest_kj_mol": 67.6, "lumo_ev": 0.448, "gap_ev": 8.568}

---

# 2
{"formula": "C4H7NO", "method": "ωB97M-V/def2-TZVPD", "species": ["O", "C", "C", "C", "C", "N", "H", "H", "H", "H", "H", "H", "H"], "positions_angstrom": [[1.518, -0.094, 1.145], [1.251, 0.203, -0.223], [0.061, -0.641, -0.678], [-1.087, -0.401, 0.314], [-1.855, 0.801, -0.020], [-2.428, 1.766, -0.305], [1.663, 0.723, 1.634], [2.144, -0.023, -0.816], [1.001, 1.264, -0.362], [0.328, -1.703, -0.679], [-0.227, -0.381, -1.705], [-0.610, -0.260, 1.291], [-1.759, -1.255, 0.404]], "e_homo_ha": -0.399, "smiles": "N#CCCCO", "multiplicity": 1, "e_above_lowest_kj_mol": 109.5, "lumo_ev": 0.730, "gap_ev": 11.591}

---

# 3
{"formula": "C14H10F6IrN2O5PS3Se2", "method": "ωB97M-V/def2-TZVPD", "species": ["Ir", "F", "C", "F", "F", "S", "O", "O", "N", "S", "O", "O", "C", "F", "F", "F", "Se", "P", "Se", "C", "C", "C", "C", "C", "C", "C", "C", "C", "C", "C", "C", "H", "H", "H", "H", "H", "H", "H", "H", "H", "H", "O", "S", "N"], "positions_angstrom": [[-1.774, 0.921, 1.163], [-0.770, -1.435, 5.696], [-1.700, -0.490, 5.644], [-2.785, -0.876, 6.278], [-1.230, 0.628, 6.165], [-2.091, -0.129, 3.874], [-0.808, 0.113, 3.197], [-2.903, 1.054, 4.002], [-2.839, -1.367, 3.307], [-2.498, -2.095, 1.949], [-3.564, -2.898, 1.484], [-1.849, -1.193, 0.925], [-1.087, -3.227, 2.384], [-0.991, -4.180, 1.477], [-1.288, -3.743, 3.582], [0.043, -2.520, 2.397], [-1.700, 0.817, -1.398], [0.458, 0.694, -1.155], [0.682, 0.763, 1.009], [1.223, 2.117, -1.940], [0.921, 2.386, -3.276], [1.483, 3.488, -3.893], [2.330, 4.330, -3.181], [2.621, 4.068, -1.853], [2.070, 2.959, -1.226], [1.132, -0.813, -1.846], [0.840, -1.138, -3.172], [1.396, -2.273, -3.731], [2.225, -3.090, -2.972], [2.492, -2.781, -1.647], [1.948, -1.639, -1.078], [0.237, 1.754, -3.830], [1.253, 3.698, -4.929], [2.756, 5.198, -3.666], [3.272, 4.729, -1.297], [2.294, 2.758, -0.187], [0.172, -0.521, -3.762], [1.179, -2.525, -4.760], [2.660, -3.975, -3.416], [3.123, -3.427, -1.052], [2.155, -1.402, -0.042], [-4.221, 0.650, 1.508], [-4.053, 2.051, 1.996], [-2.814, 2.563, 1.272]], "e_homo_ha": [-0.455, -0.455], "total_charge": 1, "multiplicity": 2, "e_above_lowest_kj_mol": 158.9, "lumo_ev": [-5.832, -6.082], "gap_ev": [6.563, 6.297]}

---

# 4
{"formula": "C3H6N2O", "method": "ωB97M-V/def2-TZVPD", "species": ["C", "N", "C", "N", "C", "O", "H", "H", "H", "H", "H", "H"], "positions_angstrom": [[1.042, -0.400, 0.918], [0.111, 0.266, 0.023], [-1.182, -0.309, -0.101], [-1.414, -1.147, -1.018], [0.522, 1.299, -0.773], [1.630, 1.792, -0.743], [1.959, 0.189, 0.932], [1.261, -1.412, 0.558], [0.623, -0.461, 1.929], [-1.900, 0.013, 0.670], [-2.373, -1.489, -0.951], [-0.280, 1.659, -1.444]], "e_homo_ha": -0.362, "smiles": "[H]/N=C/N(C)C=O", "multiplicity": 1, "e_above_lowest_kj_mol": 128.3, "lumo_ev": 0.775, "gap_ev": 10.617}

---

# 5
{"formula": "F4O8Rb6S2V2", "method": "ωB97M-V/def2-TZVPD", "species": ["V", "V", "Rb", "Rb", "Rb", "Rb", "Rb", "Rb", "S", "O", "O", "O", "O", "S", "O", "O", "O", "O", "F", "F", "F", "F"], "positions_angstrom": [[-14.737, 5.658, 5.332], [-10.232, 3.811, 7.050], [-10.863, 0.121, 8.320], [-7.532, 5.165, 6.060], [-15.366, 1.788, 6.183], [-14.691, 5.365, 9.551], [-9.280, 5.767, 10.860], [-11.200, 2.851, 3.465], [-11.496, 5.822, 5.804], [-12.646, 5.226, 4.918], [-11.678, 5.144, 7.097], [-10.269, 5.165, 5.307], [-11.764, 7.228, 5.856], [-12.189, 3.147, 9.497], [-13.320, 2.824, 8.621], [-10.824, 3.163, 8.684], [-12.382, 4.426, 10.236], [-11.983, 2.079, 10.570], [-8.560, 2.997, 6.275], [-15.519, 4.207, 5.768], [-9.382, 5.226, 8.157], [-11.345, 2.042, 6.329]], "e_homo_ha": [-0.370, -0.505], "total_charge": 2, "multiplicity": 7, "lumo_ev": [-5.032, -5.095], "gap_ev": [5.039, 8.655]}

---

# 6
{"formula": "C38H32N5SSm", "method": "ωB97M-V/def2-TZVPD", "species": ["Sm", "C", "C", "C", "C", "C", "C", "C", "N", "C", "N", "C", "C", "C", "C", "C", "C", "C", "N", "C", "C", "C", "C", "C", "C", "C", "H", "H", "H", "H", "H", "H", "H", "H", "H", "H", "H", "H", "H", "H", "H", "H", "H", "H", "H", "H", "H", "H", "C", "C", "C", "C", "C", "C", "C", "C", "C", "C", "C", "C", "C", "C", "C", "N", "H", "H", "H", "H", "H", "H", "H", "H", "H", "H", "S", "C", "N"], "positions_angstrom": [[-0.030, 0.118, -0.164], [3.304, -4.659, 4.535], [3.668, -3.199, 4.525], [4.886, -2.763, 5.031], [5.207, -1.416, 5.081], [4.280, -0.476, 4.663], [3.061, -0.889, 4.156], [2.771, -2.243, 4.040], [1.535, -2.684, 3.513], [0.716, -2.029, 2.598], [-0.578, -2.107, 2.969], [-1.795, -1.573, 2.456], [-1.872, -0.970, 1.193], [-3.151, -0.462, 0.881], [-4.231, -0.520, 1.746], [-4.092, -1.140, 2.976], [-2.880, -1.701, 3.341], [-2.759, -2.402, 4.674], [1.131, -1.444, 1.507], [2.465, -1.640, 1.045], [3.301, -0.533, 0.921], [4.567, -0.648, 0.381], [5.026, -1.887, -0.032], [4.205, -2.995, 0.096], [2.920, -2.897, 0.620], [2.022, -4.106, 0.651], [4.117, -5.248, 4.955], [3.095, -5.029, 3.529], [2.416, -4.834, 5.151], [5.596, -3.497, 5.393], [6.168, -1.103, 5.468], [4.499, 0.582, 4.743], [2.317, -0.160, 3.862], [1.100, -3.427, 4.036], [-0.706, -2.522, 3.876], [-3.306, 0.008, -0.086], [-5.181, -0.077, 1.473], [-4.931, -1.186, 3.660], [-3.723, -2.407, 5.179], [-2.049, -1.899, 5.338], [-2.453, -3.446, 4.556], [2.953, 0.424, 1.282], [5.186, 0.235, 0.281], [6.012, -1.984, -0.469], [4.561, -3.965, -0.233], [2.474, -4.927, 0.098], [1.054, -3.871, 0.204], [1.837, -4.444, 1.671], [3.836, 0.880, -3.009], [4.403, 2.026, -2.472], [3.801, 2.631, -1.384], [2.636, 2.101, -0.819], [2.028, 0.927, -1.344], [2.678, 0.362, -2.448], [2.049, 2.743, 0.377], [2.627, 3.887, 0.995], [2.102, 4.402, 2.139], [0.950, 3.821, 2.716], [0.339, 4.286, 3.898], [-0.788, 3.677, 4.381], [-1.353, 2.587, 3.691], [-0.779, 2.120, 2.542], [0.395, 2.717, 2.034], [0.960, 2.194, 0.909], [4.297, 0.401, -3.865], [5.311, 2.442, -2.889], [4.261, 3.529, -0.994], [2.268, -0.539, -2.900], [3.499, 4.355, 0.568], [2.560, 5.261, 2.617], [0.772, 5.136, 4.410], [-1.257, 4.037, 5.286], [-2.255, 2.122, 4.068], [-1.228, 1.303, 1.985], [-2.816, 3.117, -3.127], [-2.039, 2.127, -2.158], [-1.470, 1.386, -1.429]], "e_homo_ha": [-0.287, -0.283], "multiplicity": 6, "lumo_ev": [-0.464, -0.450], "gap_ev": [7.356, 7.248]}

---

E per entry: -45176.5160, -7798.5094, -219518.8199, -8235.3694, -104226.4295, -76116.6252 eV